[1]
Entry from the Open Molecules 2025 dataset: a molecular structure, C22H19F5N4O9SV at a distorted geometry (ωB97M-V/def2-TZVPD).

Structure (XYZ):
```
61
Properties=species:S:1:pos:R:3:forces:R:3
V -0.6170 0.8178 0.1348 0.83 0.99 0.77
O -2.2785 1.5245 0.2626 -0.35 0.57 -0.71
C -2.7115 2.1025 1.4683 0.10 -1.61 0.82
C -2.3006 1.0536 2.5334 -0.63 -0.29 -0.45
N -0.8990 0.6313 2.3234 -0.17 0.87 -0.86
C 0.0685 1.6039 2.8609 0.41 -0.51 1.89
C 0.5456 2.6727 1.8948 -0.41 0.42 0.73
O 1.2442 3.5796 2.2780 -0.29 -0.51 -0.64
O 0.0216 2.4982 0.7012 0.03 -0.23 -0.41
C -0.6525 -0.7804 2.6133 2.24 -0.61 -0.01
C -0.9084 -1.6613 1.3580 -0.59 -2.05 3.96
O -1.0546 -2.8644 1.4769 0.15 1.02 -0.56
O -0.9327 -0.9671 0.3118 -0.17 0.93 -2.67
H -3.9522 0.7713 -0.7880 -0.31 -0.12 0.02
H -2.2715 3.0553 1.6931 0.74 0.59 -0.26
H -3.7904 2.2976 1.4960 0.03 -0.44 -0.24
H -2.4215 1.4389 3.5422 -0.15 -0.14 0.27
H -2.8962 0.1328 2.3685 0.00 0.64 0.25
H -0.2677 2.0587 3.8364 0.09 -0.25 -1.05
H 0.9496 1.0319 3.1431 0.26 0.07 -0.02
H 0.4896 -0.8347 2.6566 -1.41 -0.26 0.41
H -1.0939 -1.2282 3.5326 0.19 0.59 -0.64
F -2.1150 -5.1602 -1.1135 -0.37 0.60 -0.30
C -2.7935 -3.9943 -1.0723 2.03 -0.74 -1.32
C -2.4839 -2.9650 -1.9999 0.07 -1.26 0.62
F -1.5951 -3.1649 -3.0208 -0.93 0.18 1.23
C -3.1472 -1.7669 -1.8577 1.59 -1.19 -1.96
F -2.8925 -0.9071 -2.8450 -0.30 0.86 0.00
C -4.0606 -1.5374 -0.8929 -1.72 0.50 1.80
S -5.0346 -0.0512 -0.8045 0.50 0.14 -0.11
C -4.3334 -2.5607 0.0067 0.84 -1.71 -0.80
F -5.2761 -2.4710 0.9167 -0.56 0.56 0.63
C -3.7133 -3.8361 -0.0917 -1.28 2.12 0.47
F -4.0618 -4.7907 0.7610 0.31 0.00 -0.17
C -1.4623 0.1933 -5.0490 1.66 -0.92 -0.54
N -0.4231 0.8850 -4.2108 -0.76 -0.32 -1.32
C 0.7775 1.6052 -4.6340 -0.63 1.10 0.35
C -0.5787 0.8490 -2.9416 0.17 -0.51 -2.74
N -0.6854 0.6798 -1.8347 -0.33 0.15 3.53
H -2.4238 0.5132 -4.7831 -1.27 0.65 0.41
H -1.4541 -0.9189 -4.9663 0.40 0.82 0.36
H -1.2949 0.3946 -6.1036 0.21 0.39 0.08
H 0.6667 2.6927 -4.4781 -0.02 -0.48 -0.14
H 1.0365 1.4131 -5.6292 -0.16 -0.32 -1.66
H 1.5979 1.2534 -4.0773 1.01 -0.32 1.04
O 2.2806 0.8147 -1.7346 0.76 -0.04 0.02
C 2.3995 0.5340 -0.5525 0.24 -0.05 0.63
O 1.4308 0.3866 0.2737 -2.08 -0.17 0.25
C 3.7122 0.3708 0.2361 0.73 1.64 -1.90
C 4.9083 0.9155 -0.2784 0.13 -1.84 1.34
C 6.1035 0.8097 0.4829 -0.03 1.64 -2.11
C 6.0838 0.3463 1.7561 -0.79 -0.46 0.32
C 4.8429 -0.0805 2.2441 0.86 0.28 0.55
C 3.6844 -0.0670 1.5403 -0.53 -0.37 -0.28
N 4.7734 -0.4726 3.6473 0.82 -0.09 -0.47
O 5.8467 -0.4586 4.2210 -0.52 -0.26 0.84
O 3.6984 -0.7869 4.1068 0.01 -0.05 0.51
H 4.9466 1.2447 -1.2875 -0.12 0.47 -0.61
H 7.0334 1.2502 0.0482 -0.81 -0.63 0.44
H 6.9757 0.3137 2.3440 0.14 -0.06 0.35
H 2.7597 -0.4099 1.9760 0.12 0.02 0.06
```
Positions in Å, forces in eV/Å.

Calculated values
**2S+1**: 2
**Energy above the lowest of the compared OMol25 structures with the same formula, charge and spin**: 0.0000 eV
**HOMO level (spin up / spin down)**: -9.4 / -9.4 eV
**HOMO-LUMO gap (spin up / spin down)**: 0.279 / 0.302 hartree
**Energy**: -3587.41118 Eh
**Molar mass**: 661.41 g/mol

=====

[2]
Entry from the Open Molecules 2025 dataset: 2 unconnected molecules or ions with the total composition C2 at a distorted geometry (ωB97M-V/def2-TZVPD).

Structure (XYZ):
```
2
Properties=species:S:1:pos:R:3:forces:R:3
C 0.6911 0.7311 0.8215 -2.40 -2.54 -2.85
C -0.6911 -0.7311 -0.8215 2.40 2.54 2.85
```
Positions in Å, forces in eV/Å.

Calculated values
**2S+1**: 1
**Energy above the lowest of the compared OMol25 structures with the same formula, charge and spin**: 7.0797 eV
**HOMO level**: -8.2 eV
**HOMO-LUMO gap**: 0.216 hartree
**Energy**: -75.61732 Eh
**Molar mass**: 24.02 g/mol